Here is 2 unconnected molecules or ions with the total composition C2H9FN3P in a non-equilibrium geometry from OMol25. Energies are from ωB97M-V with the def2-TZVPD basis set.

The geometry in XYZ format:
```
16
Properties=species:S:1:pos:R:3
C 3.462 0.368 -0.009
C 2.662 -0.511 -0.542
N -2.825 -0.849 -0.561
N -1.789 0.008 1.730
N -0.147 0.115 -0.395
F -2.480 1.667 -0.277
P -1.628 0.185 0.063
H 4.514 0.350 -0.084
H -3.354 -0.404 -1.304
H 3.025 1.288 0.512
H 3.069 -1.287 -1.070
H 1.616 -0.590 -0.393
H -2.706 -1.786 -0.490
H -2.601 0.546 1.933
H -0.958 0.504 2.195
H 0.139 0.396 -1.307
```

## Properties
HOMO level   -9.61 eV
Strongest force on any atom   5.32 eV Å⁻¹
Spin multiplicity   1
Frontier orbital gap   0.3802 Eh
Relative energy (zero: lowest compared OMol25 entry of this formula, charge and spin)   115.6 kJ/mol

***

Here is a gas-phase ion, C4H8N7S (charge +1) in a non-equilibrium geometry from OMol25. Energies are from ωB97M-V with the def2-TZVPD basis set.

The geometry in XYZ format:
```
20
Properties=species:S:1:pos:R:3
C -0.561 1.323 0.938
C -0.098 2.366 -1.287
C 0.289 -0.919 0.018
C 0.215 -3.443 1.226
N -1.509 2.200 0.492
N -0.096 0.400 -0.196
N 0.197 0.986 -1.266
N 0.992 2.637 -0.128
N 0.711 2.092 0.949
N 0.670 -1.495 -1.114
N -1.242 2.798 -0.650
S 0.238 -1.595 1.576
H -0.883 0.864 1.841
H 0.135 2.961 -2.142
H 0.957 -3.839 0.608
H -0.700 -3.757 0.697
H 0.258 -3.981 2.131
H 1.107 -2.409 -1.123
H 0.838 -0.923 -1.888
H -1.518 3.734 -0.681
```

## Properties
HOMO level (alpha / beta)   -11.88 / -11.92 eV
Strongest force on any atom   5.91 eV Å⁻¹
Spin multiplicity   1
Frontier orbital gap (alpha / beta)   0.2438 / 0.2587 Eh
Total charge   +1
Relative energy (zero: lowest compared OMol25 entry of this formula, charge and spin)   0.0 kJ/mol

***

Here is a molecular structure, C46H39N9Pt in a non-equilibrium geometry from OMol25. Energies are from ωB97M-V with the def2-TZVPD basis set.

The geometry in XYZ format:
```
95
Properties=species:S:1:pos:R:3
Pt 0.407 0.510 0.128
C -0.447 -4.246 -0.421
C 0.237 -4.864 0.604
C 0.843 -4.073 1.527
C 0.780 -2.595 1.432
N 0.100 -1.963 0.365
C -0.495 -2.780 -0.508
N 1.377 -2.057 2.401
C 1.661 -0.692 2.675
N 1.348 0.419 1.966
C 1.988 1.519 2.546
N 2.117 2.771 2.150
C 1.437 3.404 1.151
C 1.874 4.713 0.830
C 1.184 5.486 -0.065
C 0.022 4.972 -0.658
C -0.323 3.683 -0.351
N 0.369 2.882 0.500
C 2.656 1.037 3.729
C 3.434 1.693 4.680
C 3.975 0.938 5.700
C 3.761 -0.461 5.773
C 3.005 -1.113 4.830
C 2.438 -0.339 3.801
H -0.953 -4.830 -1.179
H 0.282 -5.943 0.666
H 1.390 -4.473 2.370
H -1.235 -1.319 -1.703
H 2.758 5.070 1.343
H 1.522 6.493 -0.296
H -0.587 5.553 -1.348
H -1.196 3.249 -0.814
H 3.594 2.763 4.616
H 4.577 1.421 6.461
H 4.209 -1.024 6.584
H 2.836 -2.186 4.877
N 2.958 6.152 -8.059
C 2.648 5.413 -7.230
C 2.256 4.480 -6.176
C 1.738 3.232 -6.509
C 1.371 2.345 -5.505
C 1.522 2.702 -4.171
C 2.031 3.952 -3.845
C 2.398 4.840 -4.841
C 1.148 1.785 -3.049
C 2.169 1.097 -2.449
C 3.508 0.933 -2.937
C 4.146 0.113 -2.048
C 3.188 -0.180 -1.016
N 2.029 0.383 -1.257
C -0.211 1.739 -2.699
C -1.267 2.386 -3.380
C -2.431 2.081 -2.698
C -2.029 1.275 -1.609
N -0.722 1.036 -1.615
H 1.626 2.960 -7.550
H 0.952 1.376 -5.762
H 2.141 4.226 -2.799
H 2.793 5.814 -4.588
H 3.911 1.371 -3.846
H 5.174 -0.233 -2.087
H 3.338 -0.757 -0.105
H -1.162 3.000 -4.270
H -3.443 2.411 -2.920
H -2.637 0.914 -0.794
C -4.751 -2.037 -1.482
C -4.074 -3.367 -1.149
C -3.554 -3.368 0.298
C -3.100 -3.783 -2.261
C -3.573 -4.771 -3.129
C -2.815 -5.240 -4.187
C -1.553 -4.717 -4.406
C -1.025 -3.724 -3.584
C 0.352 -3.193 -3.986
C 0.226 -1.803 -4.597
C 1.474 -3.214 -2.939
C -1.812 -3.255 -2.507
N -1.198 -2.323 -1.560
H -5.603 -1.856 -0.817
H -5.107 -2.008 -2.517
H -4.043 -1.226 -1.348
H -4.854 -4.124 -1.184
H -2.981 -2.466 0.538
H -2.931 -4.242 0.516
H -4.408 -3.395 0.983
H -4.562 -5.185 -2.952
H -3.205 -6.017 -4.838
H -0.950 -5.084 -5.235
H 0.675 -3.858 -4.787
H -0.140 -1.089 -3.856
H -0.466 -1.797 -5.447
H 1.209 -1.454 -4.935
H 1.401 -2.376 -2.237
H 2.434 -3.111 -3.453
H 1.502 -4.152 -2.373
```

## Properties
HOMO level (alpha / beta)   -5.64 / -7.78 eV
Strongest force on any atom   3.19 eV Å⁻¹
Spin multiplicity   5
Frontier orbital gap (alpha / beta)   0.1738 / 0.2021 Eh
Expectation value of S²   6.051
Relative energy (zero: lowest compared OMol25 entry of this formula, charge and spin)   37.9 kJ/mol

***

Here is 2 unconnected molecules or ions with the total composition C2H7NO2S in a non-equilibrium geometry from OMol25. Energies are from ωB97M-V with the def2-TZVPD basis set.

The geometry in XYZ format:
```
13
Properties=species:S:1:pos:R:3
O 0.086 -1.926 0.602
S 2.779 0.820 0.367
C 0.612 -1.040 -0.060
N -0.111 -0.239 -0.779
C 2.134 -0.871 0.129
H 3.646 0.836 -0.668
H 0.369 0.450 -1.365
H -1.090 -0.474 -0.965
H 2.390 -1.479 1.018
H 2.639 -1.324 -0.746
O -4.830 1.786 1.022
H -4.312 2.496 0.581
H -4.311 0.965 0.864
```

## Properties
HOMO level   -9.51 eV
Strongest force on any atom   3.86 eV Å⁻¹
Spin multiplicity   1
Frontier orbital gap   0.3631 Eh
Relative energy (zero: lowest compared OMol25 entry of this formula, charge and spin)   46.0 kJ/mol

***

Here is a molecular structure, C25H17BrN5OPt from OMol25. Energies are from ωB97M-V with the def2-TZVPD basis set.

The geometry in XYZ format:
```
50
Properties=species:S:1:pos:R:3
Pt 0.154 0.258 0.176
C 4.160 0.483 1.775
C 4.763 1.466 1.009
C 4.048 2.036 -0.028
C 2.750 1.619 -0.273
N 2.169 0.668 0.476
C 2.867 0.108 1.473
C 1.897 2.187 -1.350
C 2.352 3.108 -2.280
C 1.480 3.578 -3.245
C 0.177 3.112 -3.259
C -0.204 2.192 -2.301
N 0.635 1.742 -1.367
H 4.680 0.008 2.595
H 5.775 1.787 1.215
H 4.496 2.808 -0.637
H 2.357 -0.663 2.031
H 3.375 3.456 -2.257
H 1.816 4.301 -3.978
H -0.536 3.453 -3.996
H -1.211 1.799 -2.263
Br -4.495 -4.774 -5.913
C -4.686 -4.881 -4.047
C -4.915 -3.717 -3.320
C -5.043 -3.790 -1.946
C -4.944 -5.027 -1.309
C -4.765 -6.190 -2.050
C -4.615 -6.118 -3.424
N -5.096 -5.206 0.087
N -4.963 -4.250 0.874
C -4.096 -3.246 0.914
C -4.522 -2.096 1.665
C -3.816 -0.948 1.679
C -2.562 -0.857 0.969
O -1.956 0.213 0.849
C -1.998 -2.105 0.395
N -0.740 -2.011 -0.048
C -0.174 -3.083 -0.570
C -0.828 -4.315 -0.634
C -2.114 -4.420 -0.159
C -2.745 -3.278 0.352
H -5.005 -2.769 -3.831
H -5.245 -2.894 -1.375
H -4.740 -7.142 -1.535
H -4.460 -7.013 -4.009
H -5.474 -2.170 2.176
H -4.172 -0.064 2.190
H 0.843 -2.968 -0.924
H -0.314 -5.177 -1.037
H -2.619 -5.376 -0.169
```

## Properties
HOMO level (alpha / beta)   -9.98 / -10.41 eV
Strongest force on any atom   0.34 eV Å⁻¹
Spin multiplicity   3
Frontier orbital gap (alpha / beta)   0.2283 / 0.2151 Eh
Expectation value of S²   2.068
Total charge   +1
Relative energy (zero: lowest compared OMol25 entry of this formula, charge and spin)   181.5 kJ/mol

***

Here is H3N in the gas phase in a non-equilibrium geometry from OMol25. Energies are from ωB97M-V with the def2-TZVPD basis set.

The geometry in XYZ format:
```
4
Properties=species:S:1:pos:R:3
N -0.095 0.003 -0.046
H -0.356 -0.364 0.843
H 0.429 -0.665 -0.589
H 0.436 0.877 -0.029
```

## Properties
HOMO level   -9.85 eV
Strongest force on any atom   1.35 eV Å⁻¹
Spin multiplicity   1
Frontier orbital gap   0.4113 Eh
Relative energy (zero: lowest compared OMol25 entry of this formula, charge and spin)   4.1 kJ/mol

***

Here is a molecular structure, C4H6HgO3 in a non-equilibrium geometry from OMol25. Energies are from ωB97M-V with the def2-TZVPD basis set.

The geometry in XYZ format:
```
14
Properties=species:S:1:pos:R:3
H 0.973 -1.689 2.151
O 0.749 0.466 -0.152
C -0.485 0.302 -0.477
O -0.965 -0.787 -0.818
Hg 0.914 -2.130 -1.273
O -1.231 1.376 -0.266
C -2.638 1.246 -0.444
H -2.872 0.975 -1.482
H -3.040 0.475 0.225
H -3.060 2.223 -0.194
C 1.650 -0.827 0.762
C 2.960 -0.577 0.735
H 3.377 0.333 0.286
H 3.668 -1.386 0.947
```

## Properties
HOMO level (alpha / beta)   -6.68 / -9.80 eV
Strongest force on any atom   2.26 eV Å⁻¹
Spin multiplicity   3
Frontier orbital gap (alpha / beta)   0.2577 / 0.2643 Eh
Expectation value of S²   2.026
Relative energy (zero: lowest compared OMol25 entry of this formula, charge and spin)   382.0 kJ/mol